C48H51F6NO5SSeSn | ωB97M-V/def2-TZVPD

Each line ends with the Mulliken charge.
CARTESIAN COORDINATES (ANGSTROEM)
H: -2.25 5.81 1.25  0.475
F: 6.66 -2.03 0.68  -0.385
C: -2.66 -3.89 4.20  1.906
C: -4.43 2.59 0.74  -0.043
C: -6.97 2.08 2.42  -1.651
C: -7.60 0.42 0.68  -2.165
H: 3.28 -1.86 3.83  0.491
H: -2.41 4.39 -1.49  0.292
C: -0.42 -1.62 1.17  1.233
H: -8.03 2.19 2.67  0.460
F: 1.56 -5.28 -3.69  -0.334
H: -0.26 -2.69 4.40  0.143
C: 0.19 -3.44 -4.25  -0.025
C: 6.41 -1.04 -0.22  0.084
H: -2.09 -2.63 5.88  0.318
H: -3.75 5.29 0.47  0.393
C: 1.06 -0.30 4.25  -1.807
C: 1.39 -1.17 3.02  2.678
F: -0.65 -2.12 -7.50  -0.361
C: 4.46 2.49 -3.02  -0.745
H: 0.34 0.47 3.98  0.303
C: 2.36 -2.29 3.44  -1.911
H: 8.50 2.49 -1.53  0.310
C: -2.95 4.97 1.14  -2.506
H: -6.53 1.31 3.06  0.339
H: 8.00 0.97 -4.13  0.369
H: 6.97 3.71 -3.27  0.200
H: -3.53 -2.96 1.67  0.382
H: 9.37 1.04 -2.03  0.417
C: 2.01 2.54 -2.78  -0.012
C: 2.12 -0.27 2.02  -1.839
C: -1.04 3.44 1.56  -1.554
C: 1.30 -4.71 -5.95  0.641
N: 5.75 2.05 -2.90  0.297
C: -2.54 1.31 -0.05  1.251
C: 0.72 -3.88 -6.90  0.204
C: 3.57 0.46 -2.11  0.965
H: 4.29 -1.38 -0.32  0.689
H: 1.46 0.52 1.65  -0.064
C: 8.42 1.57 -2.11  -1.041
H: -6.87 3.76 0.23  0.303
H: 5.58 3.50 -5.29  0.436
C: -0.43 -2.57 -5.18  0.315
H: -4.85 3.53 1.08  0.291
C: -3.41 0.20 -0.08  -1.058
C: 4.93 0.22 -1.58  0.621
F: 0.99 -4.10 -8.20  -0.330
C: -1.75 -5.05 4.63  -1.683
C: -1.60 4.18 -0.78  -1.515
O: -1.30 1.21 -0.41  -0.698
C: -3.96 -4.49 3.65  -2.119
H: 7.25 3.15 -5.74  0.421
H: -0.84 -4.68 5.10  0.311
H: 6.09 1.83 -5.51  0.361
C: -2.51 -2.69 1.93  0.144
C: 6.40 2.81 -5.15  -1.476
H: 1.97 0.19 4.61  0.497
H: -3.77 -5.04 2.73  0.406
C: 7.50 -0.30 -0.68  -0.865
C: -4.76 0.29 0.23  -0.158
H: 1.92 -2.92 4.22  0.283
C: -0.12 -2.86 -6.52  0.275
O: 0.98 2.00 -2.32  -0.295
H: -4.70 -3.71 3.44  0.338
H: -0.44 2.62 1.17  0.067
H: -1.00 5.09 -0.67  0.456
H: 0.64 -0.89 5.07  0.324
H: 8.92 2.48 -4.02  0.424
F: 2.12 -5.72 -6.32  -0.343
C: 6.81 2.70 -3.68  0.288
H: -0.97 3.40 -1.20  0.139
C: -1.78 -1.99 0.98  -0.528
H: -3.52 -3.63 6.19  0.452
C: 7.30 0.72 -1.58  0.962
C: 5.14 -0.80 -0.66  -0.931
O: 0.33 -1.19 0.21  -0.777
F: -0.05 -3.27 -2.94  -0.240
H: -1.47 -5.65 3.76  0.353
C: -3.09 2.54 0.43  -0.398
H: -7.48 0.09 -0.35  0.404
H: 8.49 -0.53 -0.31  0.458
H: -6.46 3.02 2.63  0.301
H: 2.60 -2.92 2.58  0.339
H: -7.29 -0.39 1.35  0.360
H: -4.39 -5.18 4.38  0.440
H: 2.97 0.20 2.53  0.624
H: -2.27 -5.70 5.34  0.461
H: -3.64 -2.20 5.14  0.321
C: 1.02 -4.48 -4.62  -0.241
H: 2.48 -0.83 1.17  0.198
H: -0.40 4.32 1.69  0.513
C: -2.19 3.77 0.58  2.578
H: -8.66 0.61 0.86  0.437
H: -8.43 2.93 0.21  0.459
C: -1.95 -3.03 3.15  -0.454
H: -7.20 2.55 -1.01  0.348
C: -6.79 1.69 0.94  1.945
O: 2.75 -0.46 -2.11  -0.566
H: 4.31 3.46 -3.47  0.653
C: -3.00 -3.04 5.43  -1.628
C: -0.68 -2.52 3.41  -0.683
C: 3.37 1.80 -2.63  -0.133
C: 8.11 1.91 -3.56  -1.055
C: -5.31 1.50 0.63  -0.423
C: 6.00 1.00 -2.03  -0.449
H: -5.36 -0.60 0.16  0.424
S: -1.48 -1.31 -4.71  -0.502
Sn: -0.14 -0.16 -1.76  0.990
H: -1.45 3.15 2.53  0.334
Se: -2.70 -1.51 -0.65  0.043
O: 2.11 3.67 -3.29  -0.775
C: 0.07 -1.79 2.51  0.052
C: -7.36 2.80 0.04  -1.631
H: -3.38 4.76 2.12  0.406

Values from the calculation:
* energy relative to the best compared isomer or geometry (same formula, charge and spin): 0.6530 eV
* net charge: -2
* energy: -160654.2049 eV
* LUMO energy: 3.51 eV
* HOMO energy: -0.0676 Eh
* spin multiplicity: 1